# 1
{"formula": "C7H12N2P", "method": "wB97M-V/def2-TZVPD", "orbital_gap_ev": 8.86, "fmax_ev_per_a": 4.81, "relative_energy_kcal_mol": 67.62, "lumo_ha": -0.188, "smiles": "CC(C)[C@H]1C=PC=NC=[NH+]1", "multiplicity": 1, "total_charge": 1, "elements": ["C", "C", "C", "C", "C", "C", "C", "N", "N", "P", "H", "H", "H", "H", "H", "H", "H", "H", "H", "H", "H", "H"], "coordinates": [[0.324, 0.584, -1.593], [-2.233, 0.716, -1.971], [-1.603, -1.490, -1.286], [-0.148, 0.032, -0.232], [1.380, 1.433, 1.183], [0.677, -0.615, 2.003], [1.113, -0.037, 0.653], [-2.394, -0.494, -1.568], [-0.493, -1.341, -0.610], [-0.716, 1.165, -2.796], [1.489, 0.629, -1.683], [-3.109, 1.214, -1.871], [-1.743, -2.502, -1.511], [-1.003, 0.349, 0.470], [0.479, 2.048, 1.496], [2.016, 2.032, 0.386], [2.086, 1.363, 1.964], [-0.196, -0.210, 2.420], [1.436, -0.473, 2.659], [0.524, -1.755, 2.096], [2.111, -0.452, 0.219], [0.003, -2.197, -0.429]], "mulliken_charge": [-0.066, -0.126, -0.019, -0.091, -1.269, -1.585, -0.130, -0.408, -0.052, -0.154, 0.302, 0.609, 0.484, 0.442, 0.318, 0.291, 0.525, 0.439, 0.527, 0.290, 0.388, 0.285]}

---

# 2
{"formula": "C17H6ClIN3OS2Zn", "method": "wB97M-V/def2-TZVPD", "orbital_gap_ev": 6.93, "fmax_ev_per_a": 0.28, "relative_energy_kcal_mol": 1.56, "lumo_ha": 0.070, "multiplicity": 1, "total_charge": -1, "elements": ["Zn", "S", "C", "C", "C", "C", "N", "C", "C", "C", "S", "C", "N", "H", "H", "Cl", "C", "C", "C", "I", "C", "O", "C", "N", "C", "C", "C", "C", "H", "H", "H", "H"], "coordinates": [[-0.509, 0.379, 0.186], [1.354, 0.122, -1.103], [1.872, 1.795, -1.089], [2.924, 2.150, -1.934], [3.430, 3.440, -1.985], [4.516, 3.740, -2.868], [5.392, 3.959, -3.580], [2.861, 4.427, -1.164], [1.813, 4.087, -0.323], [1.297, 2.790, -0.255], [-0.027, 2.509, 0.850], [3.344, 5.775, -1.185], [3.720, 6.862, -1.201], [3.361, 1.390, -2.567], [1.375, 4.852, 0.305], [-4.016, -5.472, 1.547], [-3.547, -3.822, 1.223], [-4.504, -2.878, 0.990], [-4.167, -1.542, 0.716], [-5.675, -0.158, 0.358], [-2.847, -1.108, 0.667], [-2.468, 0.095, 0.425], [-1.848, -2.129, 0.940], [-0.568, -1.696, 0.906], [0.416, -2.543, 1.085], [0.187, -3.905, 1.340], [-1.100, -4.366, 1.401], [-2.175, -3.475, 1.199], [-5.547, -3.164, 1.013], [1.418, -2.133, 1.025], [1.028, -4.570, 1.480], [-1.308, -5.410, 1.596]], "mulliken_charge": [0.063, -0.446, 0.624, -0.891, 0.466, -0.064, -0.552, 0.538, -0.887, 0.585, -0.357, -0.083, -0.555, 0.482, 0.479, -0.284, 0.442, -0.479, -0.413, 0.047, 0.657, -0.747, 0.581, -0.667, -0.241, -0.657, -0.686, 0.442, 0.376, 0.445, 0.393, 0.390]}

---

# 3
{"formula": "C12H23ClF3N2O3", "method": "wB97M-V/def2-TZVPD", "orbital_gap_ev": 10.49, "fmax_ev_per_a": 3.68, "lumo_ha": -0.101, "multiplicity": 1, "total_charge": 1, "elements": ["O", "C", "N", "C", "O", "C", "F", "F", "F", "O", "Cl", "H", "H", "H", "C", "C", "C", "C", "N", "C", "C", "C", "C", "C", "H", "H", "H", "H", "H", "H", "H", "H", "H", "H", "H", "H", "H", "H", "H", "H", "H", "H", "H", "H"], "coordinates": [[3.178, 1.104, 2.171], [3.126, -0.126, 2.071], [3.965, -0.970, 1.251], [5.184, -0.285, 0.766], [5.121, 0.033, -0.648], [4.457, 1.237, -0.899], [3.050, 1.144, -0.726], [4.999, 2.345, -0.244], [4.625, 1.498, -2.279], [2.074, -0.792, 2.812], [2.175, -0.283, 4.417], [3.453, -1.459, 0.510], [6.040, -1.043, 0.873], [5.504, 0.600, 1.421], [-0.605, 2.031, 1.763], [-0.559, 0.510, 1.697], [-0.128, -0.023, 0.333], [-0.992, 0.301, -0.889], [-2.468, -0.111, -0.840], [-3.021, -0.150, -2.277], [-2.703, -1.540, -2.772], [-2.898, -2.422, -1.550], [-2.695, -1.533, -0.327], [-3.301, 0.900, -0.081], [-1.202, 2.468, 0.960], [-1.040, 2.355, 2.712], [0.403, 2.447, 1.695], [-1.513, 0.070, 2.003], [0.161, 0.162, 2.446], [0.018, -1.105, 0.408], [0.874, 0.370, 0.125], [-0.552, -0.215, -1.746], [-0.970, 1.369, -1.113], [-4.103, -0.006, -2.222], [-2.569, 0.653, -2.860], [-1.671, -1.601, -3.127], [-3.350, -1.838, -3.597], [-2.202, -3.264, -1.557], [-3.905, -2.845, -1.536], [-1.856, -1.858, 0.282], [-3.590, -1.527, 0.299], [-3.143, 1.880, -0.532], [-3.020, 0.901, 0.966], [-4.351, 0.616, -0.160]], "mulliken_charge": [-0.485, 0.593, -0.169, -0.461, -0.353, 0.809, -0.199, -0.225, -0.263, -0.323, 0.008, 0.311, 0.304, 0.376, -1.399, -0.051, -0.140, -0.984, 0.389, -0.569, -0.602, -0.609, -0.474, -1.167, 0.328, 0.384, 0.356, 0.425, 0.024, 0.384, 0.007, 0.279, 0.441, 0.456, 0.325, 0.283, 0.438, 0.332, 0.297, 0.231, 0.408, 0.399, 0.387, 0.499]}

---

# 4
{"formula": "C5H14O", "method": "wB97M-V/def2-TZVPD", "orbital_gap_ev": [10.85, 4.43], "fmax_ev_per_a": 2.38, "relative_energy_kcal_mol": 15.84, "lumo_ha": [-0.130, -0.366], "multiplicity": 2, "total_charge": 1, "elements": ["C", "C", "C", "O", "H", "H", "H", "H", "H", "H", "H", "H", "C", "C", "H", "H", "H", "H", "H", "H"], "coordinates": [[-1.558, -0.219, 1.271], [-1.368, -0.113, -0.300], [-2.711, -1.151, 1.692], [-0.402, -0.629, 1.923], [-1.630, 0.803, 1.678], [-0.488, -0.687, -0.577], [-2.314, -2.165, 1.825], [-3.071, -0.792, 2.655], [-3.500, -1.256, 0.959], [-0.409, -1.625, 2.038], [-1.160, 0.914, -0.582], [-2.287, -0.443, -0.769], [2.484, 0.305, -1.835], [2.748, 1.567, -0.982], [1.802, -0.463, -1.454], [2.123, 0.475, -2.858], [3.413, -0.197, -2.089], [1.859, 1.905, -0.451], [3.669, 1.371, -0.454], [2.802, 2.400, -1.691]], "mulliken_charge": [0.521, -0.824, -1.218, -0.197, 0.266, 0.175, 0.419, 0.353, 0.350, 0.432, 0.337, 0.374, -0.832, -0.749, 0.166, 0.303, 0.340, 0.237, 0.280, 0.268]}